Record 1
{"formula": "C13H33Li2N10O15", "method": "ωB97M-V/def2-TZVPD", "total_charge": -1, "e_lumo_ev": 0.0918, "species": ["O", "O", "O", "O", "O", "O", "O", "O", "O", "O", "O", "O", "O", "O", "O", "N", "N", "N", "N", "N", "N", "N", "N", "N", "N", "C", "C", "C", "C", "C", "C", "C", "C", "C", "C", "C", "C", "C", "Li", "Li", "H", "H", "H", "H", "H", "H", "H", "H", "H", "H", "H", "H", "H", "H", "H", "H", "H", "H", "H", "H", "H", "H", "H", "H", "H", "H", "H", "H", "H", "H", "H", "H", "H"], "positions_angstrom": [[-0.9087, -1.6216, -0.9644], [-0.8899, 0.3509, -1.6941], [5.9482, -2.2255, -4.1189], [-3.3048, -1.8597, 2.9940], [0.9035, -0.0043, -3.9420], [-3.7216, -1.5167, 0.1053], [-0.3320, 4.9230, -3.1334], [-2.3802, 0.2678, 4.7143], [3.6802, 2.0796, -1.5003], [-5.8915, 1.4737, 1.5759], [5.3274, 0.2673, -5.6693], [-2.6353, 2.5895, 0.1822], [0.6840, -6.1694, -0.9228], [1.9973, 3.1335, 2.0105], [1.8606, -1.8858, -2.1286], [-0.7681, 0.3610, 6.2950], [0.6958, -4.1822, 0.1126], [-3.9560, 1.3970, 2.7405], [2.6038, 0.9476, 0.0724], [0.5269, 2.8520, -2.6667], [4.6561, 0.5369, -0.3907], [-1.6158, 3.1005, -2.7203], [-0.1906, 0.5837, 4.3150], [-5.7467, 0.6293, 3.5786], [1.8739, -4.5214, -1.7059], [-1.2011, 0.2843, 5.0892], [-0.8738, -0.4080, -0.7230], [4.8402, -1.5411, -4.0702], [-5.2236, 1.1520, 2.4988], [4.4860, -0.2971, -4.8391], [-0.6564, 0.1350, 0.6917], [3.2003, 0.2584, -4.7832], [1.0340, -5.0341, -0.8404], [3.8534, -2.1127, -3.3264], [3.6942, 1.2410, -0.6097], [2.5369, -1.5164, -3.0745], [2.1265, -0.3185, -3.9998], [-0.4697, 3.6857, -2.9354], [-2.8493, -2.5488, -1.5552], [-0.0311, -1.2328, -2.8339], [0.6500, 0.8901, 4.7835], [1.7782, 1.4882, -0.1429], [0.0821, -4.5295, 0.8356], [-2.3782, 3.7621, -2.7527], [0.2839, 1.8821, -2.8094], [-3.4883, -1.0282, 0.8947], [-3.4971, 1.1040, 3.5912], [-6.7446, 0.4763, 3.5503], [1.5130, 3.0687, -2.6411], [3.9682, -3.0443, -2.7923], [-1.4501, 0.1538, 1.4385], [2.0770, -5.0855, -2.5188], [1.0116, -3.2282, 0.0113], [-0.2978, 1.1642, 0.7112], [-3.4706, 1.7533, 1.9296], [-3.9370, -1.3852, 3.5339], [-5.2842, 0.3247, 4.4232], [0.1495, -0.4429, 1.1440], [-4.6586, -1.6892, 0.1981], [-2.3221, 3.4934, 0.2157], [-1.7084, 2.1055, -2.5744], [1.1538, 3.0278, 2.4503], [-2.4560, -1.4905, 3.2380], [2.9880, 1.0680, -5.4656], [5.3866, 0.4629, -1.0842], [4.5022, -0.1893, 0.2942], [1.9447, -3.5175, -1.7912], [-1.5582, 0.1947, 6.9017], [-0.4031, 0.8793, 3.3729], [2.4677, 2.3205, 2.1948], [2.5702, 0.1189, 0.6488], [0.1710, 0.5330, 6.6244], [-1.9261, 2.1054, -0.2409]], "forces_ev_per_a": [[-1.14, -3.58, 0.72], [-0.49, 2.00, -0.11], [-1.90, 2.85, -0.58], [-0.14, -0.45, -0.56], [-0.54, 0.00, -0.15], [-0.19, -0.68, -1.37], [-0.61, -1.75, 0.03], [0.26, -1.28, 0.69], [-0.27, 1.28, -0.39], [-1.47, 0.53, -3.32], [-1.99, -2.19, 2.80], [-0.35, -0.20, 0.60], [-1.81, -3.59, 0.52], [-0.14, 0.30, 0.22], [-3.51, -0.21, 1.81], [-1.69, -1.22, 5.52], [-0.99, 1.16, 2.07], [2.81, 0.92, -1.73], [-2.88, -0.21, 2.28], [1.70, -1.51, -0.07], [8.21, -6.20, 2.64], [-3.83, -0.10, -0.32], [2.11, 0.18, -3.71], [-3.64, -2.73, 3.51], [1.67, 0.46, -2.13], [-0.96, 2.43, -2.26], [0.06, 1.36, -0.45], [3.61, -3.14, -0.54], [0.97, 0.78, 1.75], [3.25, 2.66, -3.58], [0.86, 0.10, 0.61], [-3.26, -1.15, 1.71], [0.98, 0.33, -0.71], [-4.91, 0.51, 1.81], [-5.63, 5.40, -4.37], [5.74, 0.91, -3.15], [2.43, -0.08, -0.48], [3.02, 3.75, 0.64], [0.97, 0.94, 1.16], [0.77, 0.67, 0.42], [-0.05, 0.00, -0.88], [0.15, -0.27, 0.09], [0.19, 0.53, -0.16], [-0.30, -0.72, -0.11], [0.70, -0.23, 0.15], [0.34, 0.01, 0.55], [0.17, 0.12, -0.47], [0.20, -0.02, 0.08], [-0.19, 0.28, -0.40], [0.66, -0.03, 0.08], [-0.64, -0.53, -0.48], [-0.01, 0.15, 0.23], [-0.48, -0.08, 0.43], [0.02, 0.08, -0.56], [0.63, 0.26, 0.17], [-0.08, 0.21, 0.18], [0.19, 0.34, -0.39], [0.02, -0.28, -0.01], [-0.34, 0.15, 0.22], [0.07, 0.30, -0.15], [-0.13, 0.30, 0.09], [-0.27, 0.14, 0.10], [0.13, 0.21, 0.24], [-0.03, 0.10, 0.09], [-0.06, -0.08, 0.24], [0.89, -0.26, -0.45], [0.38, 0.45, -0.29], [0.73, 0.12, 1.03], [0.41, -0.06, 0.07], [0.29, -0.27, -0.27], [-0.42, 0.21, -0.35], [-0.53, -0.25, -0.11], [0.28, -0.12, -0.52]]}

Record 2
{"formula": "C49H62BCl2F6N2O7PS2", "method": "ωB97M-V/def2-TZVPD", "de_lowest_kj_mol": 0.0, "e_lumo_ev": 0.2632, "species": ["Cl", "Cl", "S", "S", "P", "F", "F", "F", "F", "F", "F", "O", "O", "O", "O", "O", "O", "O", "N", "N", "C", "C", "C", "C", "C", "C", "C", "C", "C", "C", "C", "C", "C", "C", "C", "C", "C", "C", "C", "C", "C", "C", "C", "C", "C", "C", "C", "C", "C", "C", "C", "C", "C", "C", "C", "C", "C", "C", "C", "C", "C", "C", "C", "C", "C", "C", "C", "C", "C", "B", "H", "H", "H", "H", "H", "H", "H", "H", "H", "H", "H", "H", "H", "H", "H", "H", "H", "H", "H", "H", "H", "H", "H", "H", "H", "H", "H", "H", "H", "H", "H", "H", "H", "H", "H", "H", "H", "H", "H", "H", "H", "H", "H", "H", "H", "H", "H", "H", "H", "H", "H", "H", "H", "H", "H", "H", "H", "H", "H", "H", "H", "H"], "positions_angstrom": [[-2.5415, 3.0020, -0.6926], [-2.5974, 3.0555, 2.2696], [-4.1816, -1.9279, -0.0841], [-5.3028, 0.6634, -0.7033], [-1.1728, -1.2933, -2.4605], [-2.3780, 1.0746, 7.1950], [-4.8555, -1.2687, -6.3957], [8.8007, 5.1356, 6.3049], [7.0888, 0.4084, 0.7927], [-3.7546, -4.9767, -3.9445], [-5.2350, 0.9660, 0.8133], [-4.7842, -2.8226, -1.0182], [-5.1888, 1.8951, -1.3826], [-4.8499, -1.6416, 1.1415], [-2.7911, -2.5825, 0.3039], [-0.7914, -3.1070, -0.5642], [-3.0676, 1.1917, -3.2432], [-6.4018, -0.2048, -0.9284], [0.2581, -3.1525, 1.7709], [-0.5931, 1.3223, -2.9098], [-2.6432, -8.1266, -2.5780], [3.6574, 0.0165, 0.6769], [-5.3084, 3.8395, 6.4495], [-1.2429, -0.7993, -0.6460], [4.4300, -0.8369, -0.3396], [-3.6535, -6.0472, -3.1230], [-0.8308, -2.1960, 1.6384], [-3.4433, -8.2067, -1.4464], [1.3801, -0.7641, -0.2460], [-2.7446, -7.0377, -3.4327], [-3.4859, 2.4746, 5.6684], [8.1863, 1.7527, 3.9576], [-2.3723, 0.2611, -0.8460], [-0.2546, 2.7507, -2.8085], [6.4159, 2.3668, 1.9009], [-6.8263, -3.3832, -8.5585], [-2.4510, 1.4789, 0.1203], [-3.3445, 1.9871, 6.9514], [8.0825, 0.9013, 2.8665], [-5.6586, -3.4462, -6.0373], [-4.3480, -7.1918, -1.1632], [-0.4962, 1.0468, -4.3606], [-4.1516, 2.3955, 7.9929], [10.1489, 6.7660, 5.2798], [6.5271, 3.2040, 3.0018], [7.7638, 7.0897, 5.5124], [-5.1396, 3.3344, 7.7312], [0.0230, -0.0419, -0.2125], [9.1155, 8.7797, 4.4564], [-1.4272, -2.1026, 0.2012], [-6.9543, -4.5129, -7.7616], [-4.4824, 3.4070, 5.4209], [-6.3710, -4.5413, -6.5022], [-4.4593, -6.0931, -2.0037], [7.1980, 1.2308, 1.8607], [8.9057, 6.3374, 5.6966], [-6.1205, -2.2780, -8.1044], [0.4621, -1.6663, -3.1250], [10.2464, 7.9991, 4.6519], [7.8780, 8.3235, 4.8884], [-2.4143, -2.4997, -3.0151], [-3.8159, -0.3625, -0.9984], [4.5476, -0.3007, -1.7762], [-2.5606, 0.3958, 2.4065], [-5.5505, -2.3376, -6.8497], [-2.5113, 1.5359, 1.4512], [2.2546, -0.5119, 0.9958], [7.4104, 2.9013, 4.0291], [4.9094, 1.1769, -1.9013], [-1.9691, 0.8622, -2.4277], [-2.1371, -6.9541, -4.3237], [-0.1484, 0.2875, 0.8131], [0.3262, -2.1350, -4.1008], [-1.6039, 0.2915, 2.9161], [9.1979, 9.7411, 3.9683], [1.9307, -0.3798, -1.1055], [-1.0821, 3.4039, -3.1063], [0.8537, -2.8779, 2.5371], [-6.0827, 4.5679, 6.2516], [5.8415, 1.4045, -1.3849], [6.9945, 8.9296, 4.7403], [0.0952, 0.8679, -0.7946], [0.5609, 0.9666, -4.6293], [-4.0057, 1.9831, 8.9818], [5.7386, 2.5829, 1.0855], [4.2202, 0.0138, 1.6137], [-0.0831, -4.0859, 1.9469], [-1.6706, -2.4715, 2.2816], [1.0556, -2.3462, -2.5163], [-6.0118, -1.3853, -8.7048], [-3.2796, 0.6316, 3.1919], [2.3786, -1.4440, 1.5496], [1.7663, 0.1934, 1.6748], [-3.3612, -9.0592, -0.7859], [6.8094, 6.7111, 5.8528], [-7.2781, -3.3594, -9.5411], [5.4359, -1.0462, 0.0147], [8.6723, -0.0019, 2.7902], [5.9190, 4.0972, 3.0555], [4.1247, 1.8190, -1.4980], [3.9305, -1.8089, -0.4098], [-4.6127, 3.7933, 4.4189], [0.9962, -0.7318, -3.2497], [3.6429, -0.4938, -2.3577], [-1.9358, -8.9143, -2.7996], [-1.9860, -3.0530, -3.8543], [-3.9985, -0.6700, -2.0242], [-7.5081, -5.3691, -8.1220], [0.5845, 2.9727, -3.4693], [3.5838, 1.0617, 0.3733], [-5.7803, 3.6712, 8.5352], [7.4961, 3.5578, 4.8836], [-2.8267, 2.1297, 4.8863], [-2.6505, -3.2593, -2.2770], [-2.8933, -0.5324, 1.9677], [-3.3232, -2.0381, -3.3867], [-1.2569, -3.9397, -0.4171], [5.0002, 1.4482, -2.9533], [-0.9039, 1.8746, -4.9468], [-6.4692, -5.4174, -5.8751], [-1.0048, 0.1250, -4.6254], [-5.1448, -5.2818, -1.7979], [1.2782, -1.8347, -0.4075], [5.3420, -0.8687, -2.2673], [-0.4715, -1.2410, 1.9898], [11.2121, 8.3493, 4.3135], [8.8780, 1.5168, 4.7551], [0.0252, 3.0288, -1.7952], [11.0167, 6.1430, 5.4472], [-4.9729, -7.2515, -0.2823], [-3.4062, 0.4655, -3.7711], [-5.1901, -3.4464, -5.0635]], "forces_ev_per_a": [[0.20, 0.23, -0.39], [0.09, 0.23, 0.12], [-0.39, 0.03, -0.16], [0.12, -0.24, -1.01], [-1.00, 1.97, -0.62], [0.00, 0.00, 0.00], [0.01, 0.00, 0.01], [0.01, 0.00, 0.02], [0.10, 0.04, 0.04], [-0.01, -0.10, -0.09], [-0.05, 0.06, 0.24], [0.03, -0.05, -0.01], [-0.09, 0.09, 0.17], [0.20, -0.02, 0.10], [-0.08, 0.57, -0.12], [-0.22, 0.11, -0.30], [-0.13, -0.08, 0.02], [-0.05, 0.06, 0.20], [0.06, 0.22, -0.16], [-0.41, 0.95, -0.23], [-0.02, 0.01, 0.03], [0.01, -0.13, 0.29], [0.00, 0.00, 0.00], [-0.15, -0.72, -0.06], [-0.30, -0.19, -0.38], [-0.01, 0.02, 0.09], [-0.38, -0.24, 0.50], [0.01, 0.00, 0.01], [0.20, 0.17, -0.17], [0.05, -0.01, -0.05], [0.01, -0.04, 0.04], [-0.03, 0.02, -0.02], [-0.72, 1.60, 0.47], [0.04, 0.02, 0.37], [-0.05, 0.04, -0.03], [0.00, -0.03, 0.03], [0.19, -0.33, 0.12], [-0.02, 0.02, -0.01], [0.04, -0.05, 0.01], [0.05, 0.03, 0.10], [0.03, -0.02, -0.01], [0.27, 0.25, 0.33], [-0.01, -0.01, 0.06], [0.07, -0.04, 0.01], [0.03, -0.03, 0.01], [-0.08, -0.03, 0.02], [0.00, 0.01, -0.03], [0.19, -0.11, 0.43], [0.00, 0.00, 0.00], [0.84, -0.68, -0.32], [0.00, 0.00, 0.00], [-0.02, 0.01, 0.03], [-0.02, 0.01, -0.06], [-0.05, 0.05, 0.03], [-0.02, 0.03, 0.01], [-0.01, 0.05, -0.04], [0.00, 0.05, -0.05], [0.18, -0.79, 0.10], [-0.04, 0.02, 0.00], [0.04, 0.00, -0.02], [0.63, -1.07, 0.20], [0.49, -0.35, 0.80], [0.27, 0.15, -0.05], [-0.13, 0.28, 0.37], [-0.02, -0.02, -0.01], [-0.02, -0.49, -0.15], [0.14, -0.02, -0.03], [-0.01, 0.02, 0.02], [-0.29, -0.02, -0.04], [0.79, -1.91, -0.56], [-0.01, 0.01, 0.00], [-0.18, 0.05, 0.01], [-0.06, 0.09, -0.06], [0.12, -0.15, -0.02], [0.00, 0.01, 0.00], [-0.09, -0.06, -0.09], [-0.04, 0.00, -0.10], [0.03, -0.09, 0.10], [-0.01, 0.00, 0.00], [0.05, 0.03, -0.02], [-0.01, 0.00, -0.01], [-0.06, 0.08, -0.15], [0.02, -0.04, -0.07], [0.02, 0.00, 0.00], [0.00, -0.02, 0.00], [0.01, 0.15, 0.02], [0.04, -0.05, 0.03], [-0.08, 0.17, 0.03], [-0.09, -0.02, 0.06], [0.01, 0.00, 0.01], [-0.12, -0.04, -0.07], [-0.10, -0.07, 0.03], [-0.03, 0.02, 0.01], [0.00, -0.01, 0.00], [0.01, -0.01, 0.02], [-0.01, 0.01, -0.01], [0.02, 0.12, 0.14], [0.00, 0.00, -0.02], [0.00, 0.01, -0.01], [0.02, 0.02, 0.07], [0.09, -0.08, 0.08], [0.01, 0.00, -0.01], [0.01, 0.14, 0.05], [-0.09, 0.00, 0.08], [0.00, -0.01, -0.01], [0.10, 0.13, -0.06], [-0.04, 0.06, -0.05], [-0.01, 0.00, 0.00], [0.12, -0.04, 0.09], [0.06, 0.00, -0.12], [-0.01, -0.01, 0.01], [0.01, 0.01, 0.00], [0.03, 0.01, 0.00], [-0.23, 0.03, 0.01], [0.14, -0.17, -0.18], [-0.06, 0.14, 0.10], [0.12, -0.05, 0.13], [0.18, 0.01, -0.01], [-0.27, -0.14, -0.10], [0.01, -0.01, 0.01], [-0.04, -0.04, -0.14], [0.02, 0.02, -0.01], [-0.12, -0.04, 0.12], [-0.08, -0.11, -0.05], [0.05, 0.20, -0.10], [0.01, 0.00, 0.01], [0.00, -0.01, 0.01], [0.06, -0.02, 0.12], [-0.01, -0.02, 0.00], [-0.01, 0.01, 0.01], [-0.05, 0.15, -0.14], [-0.02, 0.00, 0.01]]}

Record 3
{"formula": "C4H4N4", "method": "ωB97M-V/def2-TZVPD", "de_lowest_kj_mol": 551.7, "e_lumo_ev": -0.8780, "smiles": "[H]/N=c1/cnccnn1", "species": ["N", "N", "N", "N", "C", "C", "C", "C", "H", "H", "H", "H"], "positions_angstrom": [[2.3060, 0.1679, 0.5589], [0.9319, -1.0425, -0.7206], [-0.1565, -1.4128, -0.4905], [-0.8649, 1.2814, -0.4658], [1.1708, 0.1614, -0.1026], [0.4478, 1.2153, -0.4810], [-1.2679, -0.8989, 0.2691], [-1.5303, 0.4234, 0.3180], [-2.5866, 0.5815, 0.8492], [-2.0648, -1.8222, 0.2538], [1.1045, 2.0537, -0.7886], [2.5099, -0.7083, 0.8003]], "forces_ev_per_a": [[-3.87, 6.01, -0.73], [2.34, 1.30, -1.24], [-7.26, -5.00, 0.25], [2.48, 2.60, 1.13], [8.32, -2.82, 3.77], [-3.38, 4.69, -1.82], [0.36, -2.88, -1.51], [-3.97, -2.56, 0.70], [2.31, 0.79, -1.56], [1.94, 2.78, 1.13], [-1.02, -0.17, -0.58], [1.75, -4.75, 0.47]]}

| no. | HOMO-LUMO gap (eV) |
| --- | --- |
| 1 | 3.702 |
| 2 | 8.229 |
| 3 | 8.114 |